(1)
The following is a DFT calculation (the ωB97M-V functional and the def2-TZVPD basis) of a 5-piece molecular cluster, C8H28NO6 overall in a non-equilibrium geometry.

Results
Energy above the lowest of the compared OMol25 structures with the same formula, charge and spin   0.00 kJ/mol
Strongest force on any atom   0.0432 Eh/bohr
Total charge   +1
Lowest unoccupied orbital energy   -2.7 eV

Last column: Mulliken charge in e.
Positions of all 43 atoms, in Å:
O1 2.593 -0.365 4.006  -0.51
O2 -0.623 1.682 2.852  -0.46
O3 -2.738 1.568 0.899  -0.60
O4 0.823 1.532 -1.927  -0.66
O5 2.525 -1.491 1.001  -0.46
O6 -0.688 -2.481 -0.645  -0.59
N1 -0.355 0.226 0.227  -0.06
C1 3.600 -1.140 1.898  -0.45
C2 -0.746 1.917 -3.780  -1.13
C3 3.282 0.020 2.811  -0.32
C4 0.249 0.974 -3.153  0.38
C5 -2.245 2.805 1.458  -0.49
C6 -1.469 -4.261 -2.124  -1.15
C7 -1.713 2.590 2.848  -0.45
C8 -0.717 -2.948 -2.022  -0.11
H1 -1.051 -4.976 -1.403  0.32
H2 3.985 -1.979 2.479  0.30
H3 -0.843 0.932 3.411  0.30
H4 -1.359 3.572 3.186  0.27
H5 -1.488 3.252 0.802  0.27
H6 2.749 0.825 2.288  0.18
H7 -2.507 2.307 3.540  0.36
H8 -0.254 2.699 -4.369  0.32
H9 -3.054 3.541 1.498  0.47
H10 -1.390 1.413 -4.501  0.34
H11 1.528 2.121 -2.213  0.32
H12 -0.209 0.035 -2.844  -0.30
H13 -2.507 -4.125 -1.824  0.30
H14 1.948 -2.057 1.528  0.28
H15 -0.819 -0.604 -0.176  0.38
H16 0.028 0.759 -0.586  0.26
H17 -1.337 2.438 -3.026  0.29
H18 0.324 -0.041 0.930  0.20
H19 -1.134 0.848 0.537  0.37
H20 4.232 0.479 3.096  0.38
H21 1.723 -0.686 3.758  0.28
H22 -0.109 -3.072 -0.154  0.25
H23 -1.370 -4.760 -3.085  0.36
H24 0.315 -3.057 -2.363  0.29
H25 1.086 0.756 -3.815  0.41
H26 -1.213 -2.163 -2.589  0.25
H27 -3.473 1.761 0.310  0.29
H28 4.421 -0.845 1.236  0.32

=====

(2)
The following is a DFT calculation (the ωB97M-V functional and the def2-TZVPD basis) of C14H25Cl8Mg2O6 as an isolated structure in a non-equilibrium geometry.

Results
Energy above the lowest of the compared OMol25 structures with the same formula, charge and spin   174.05 kJ/mol
Strongest force on any atom   0.0988 Eh/bohr
Total charge   +1
Lowest unoccupied orbital energy   -5.0 eV

Last column: Mulliken charge in e.
Positions of all 55 atoms, in Å:
Cl1 -1.954 -1.772 2.821  -0.13
Cl2 3.782 -5.516 -2.339  -0.19
Cl3 0.233 1.980 5.512  -0.15
Cl4 0.897 -4.350 -1.050  -0.18
Cl5 -0.769 4.305 -1.399  -0.17
Cl6 1.155 6.129 0.416  -0.15
Cl7 1.648 -1.252 4.922  -0.16
Cl8 -1.133 4.364 3.525  -0.18
Mg1 -0.975 -2.090 -2.832  0.86
Mg2 -2.495 0.765 -1.168  1.14
O1 -2.558 1.044 -3.150  -0.62
O2 -2.060 -3.296 -1.846  -0.68
O3 -2.492 -1.230 -1.337  -0.39
O4 -0.420 0.815 -1.247  -0.76
O5 0.384 -1.107 -1.775  -0.58
O6 -1.488 -0.656 -4.062  -0.55
C1 -1.909 1.226 -5.421  -1.21
C2 -0.307 2.817 3.008  0.09
C3 -2.046 0.481 -4.146  0.80
C4 2.528 -3.915 -0.394  -0.14
C5 0.455 -0.027 -1.187  0.84
C6 -0.956 -1.214 4.097  -0.40
C7 1.713 4.698 -0.450  -0.18
C8 -3.655 -2.977 -0.133  -1.18
C9 1.547 0.335 -0.204  -0.52
C10 -2.712 -2.461 -1.196  1.53
C11 3.354 -5.117 -0.555  -0.54
C12 0.476 -1.243 3.609  0.17
C13 0.904 4.575 -1.790  -0.39
C14 0.880 2.610 3.993  -0.47
H1 1.274 3.614 4.152  0.46
H2 -4.637 -2.780 -0.562  0.34
H3 -0.007 3.004 1.977  -0.23
H4 1.128 0.563 0.776  -0.12
H5 2.933 -3.079 -0.964  0.23
H6 2.050 -0.588 0.084  0.14
H7 0.750 -2.175 3.115  0.30
H8 1.015 5.491 -2.371  0.40
H9 -2.677 0.937 -6.138  0.32
H10 -3.497 -4.019 0.142  0.35
H11 -2.161 2.273 -5.247  0.37
H12 -0.980 1.982 2.812  0.26
H13 2.210 1.151 -0.493  0.31
H14 2.930 -6.061 -0.213  0.33
H15 2.797 4.692 -0.566  0.39
H16 1.531 3.857 0.219  -0.13
H17 2.339 -3.554 0.617  0.17
H18 1.313 3.713 -2.316  0.21
H19 -3.723 -2.427 0.806  0.23
H20 -0.963 1.143 -5.955  0.34
H21 -1.224 -0.231 4.483  0.20
H22 4.258 -4.998 0.042  0.36
H23 -1.002 -1.913 4.933  0.40
H24 1.556 1.911 3.501  0.24
H25 0.762 -0.429 2.943  -0.37

=====

(3)
The following is a DFT calculation (the ωB97M-V functional and the def2-TZVPD basis) of C12H24ClMgO8 as an isolated structure in a non-equilibrium geometry.

Results
Strongest force on any atom   0.0616 Eh/bohr
Total charge   +1
Lowest unoccupied orbital energy   -2.6 eV

Last column: Mulliken charge in e.
Positions of all 46 atoms, in Å:
Cl1 1.224 1.092 2.130  -0.60
Mg1 -0.029 0.294 0.424  0.88
O1 1.344 -0.878 -0.368  -0.56
O2 -1.743 1.315 0.888  -0.26
O3 -3.673 2.555 0.558  -0.33
O4 0.188 1.652 -1.050  -0.40
O5 0.493 2.312 -3.172  -0.34
O6 -0.716 -1.140 1.533  -0.34
O7 2.221 1.439 -2.148  -0.21
O8 -3.396 1.754 2.462  -0.35
C1 2.860 1.225 -3.381  -0.81
C2 3.778 -0.938 -0.642  -1.15
C3 0.897 1.780 -2.079  0.89
C4 -3.421 2.835 -0.795  -0.32
C5 -2.810 1.842 1.275  0.76
C6 -2.780 1.008 3.513  -0.48
C7 2.225 -3.098 -0.632  -1.42
C8 2.382 -1.566 -0.530  0.95
C9 0.680 -2.681 2.671  -1.17
C10 -0.845 2.746 -3.379  -0.66
C11 -1.806 -3.161 2.371  -1.22
C12 -0.639 -2.186 2.188  0.82
H1 -1.729 1.276 3.620  0.31
H2 -1.357 -4.137 2.556  0.41
H3 -3.250 1.278 4.459  0.30
H4 1.338 -1.816 2.757  0.25
H5 -2.399 -3.216 1.458  0.33
H6 -4.015 2.139 -1.388  0.32
H7 -3.731 3.868 -0.957  0.33
H8 1.106 -3.373 1.945  0.27
H9 2.457 -3.454 -1.635  0.40
H10 3.700 0.001 -0.095  0.33
H11 -2.377 2.700 -1.078  -0.12
H12 2.756 2.082 -4.047  0.37
H13 0.623 -3.164 3.646  0.46
H14 -1.444 1.879 -3.100  0.32
H15 1.203 -3.436 -0.462  0.30
H16 4.096 -0.848 -1.681  0.22
H17 -1.016 3.052 -4.411  0.29
H18 4.543 -1.609 -0.252  0.47
H19 3.925 1.204 -3.150  0.29
H20 -1.029 3.573 -2.694  0.30
H21 2.967 -3.572 0.010  0.42
H22 2.513 0.338 -3.911  0.33
H23 -2.842 -0.073 3.383  0.10
H24 -2.469 -2.893 3.193  0.32

=====

(4)
The following is a DFT calculation (the ωB97M-V functional and the def2-TZVPD basis) of a 3-piece molecular cluster, C26H36N4O5P overall in a non-equilibrium geometry.

Results
Energy above the lowest of the compared OMol25 structures with the same formula, charge and spin   542.36 kJ/mol
Strongest force on any atom   0.1130 Eh/bohr
Total charge   +1
Lowest unoccupied orbital energy   -5.1 eV

Last column: Mulliken charge in e.
Positions of all 72 atoms, in Å:
P1 1.722 0.073 0.030  0.14
O1 6.293 1.984 5.823  -0.57
O2 -3.513 1.532 -2.367  -0.58
O3 6.749 0.248 7.085  -0.57
O4 -4.214 -0.494 -2.832  -0.62
O5 -0.196 -1.992 -1.818  -0.34
N1 -0.561 0.109 1.781  -0.23
N2 -1.795 -0.256 2.215  -0.12
N3 5.996 0.900 6.346  0.96
N4 -4.325 0.601 -2.262  1.06
C1 -0.776 -1.483 -0.567  0.57
C2 2.353 -2.537 -4.395  -1.12
C3 0.834 -0.389 -4.646  -1.35
C4 -0.089 -0.474 0.513  0.10
C5 2.122 -0.992 -3.831  1.47
C6 -2.614 -1.211 1.416  -0.20
C7 4.271 -0.852 6.677  -0.37
C8 -7.753 1.227 0.175  -0.37
C9 2.113 -0.664 5.600  -0.55
C10 -6.433 -0.221 -1.245  -0.21
C11 3.785 1.045 5.231  -0.35
C12 -5.685 2.048 -0.775  -0.27
C13 -6.818 2.251 0.016  -0.54
C14 -2.299 -1.924 -0.019  -0.33
C15 -7.561 -0.007 -0.449  -0.60
C16 2.509 0.530 4.995  -0.18
C17 -0.517 1.072 -2.792  -0.78
C18 1.705 3.037 0.040  -0.69
C19 3.505 -0.130 -4.209  -1.27
C20 -5.500 0.812 -1.409  0.07
C21 2.991 -1.356 6.436  -0.40
C22 -0.551 -0.276 -3.776  0.61
C23 4.662 0.353 6.077  0.04
C24 2.804 -1.354 0.797  -0.92
C25 2.199 1.709 0.898  -0.22
C26 -1.003 -1.645 -2.997  -0.49
H1 3.394 0.892 -3.610  0.27
H2 -1.417 -0.043 -4.564  0.38
H3 -4.966 2.856 -0.889  0.45
H4 -3.668 -1.500 1.898  0.39
H5 4.077 1.978 4.754  0.45
H6 -2.166 -1.550 -2.781  -0.06
H7 1.115 -1.057 5.420  0.36
H8 3.629 0.035 -5.368  0.37
H9 2.492 -3.312 -3.527  0.22
H10 -2.162 0.130 3.136  0.29
H11 -3.001 -2.672 -0.604  0.39
H12 0.694 2.715 -0.488  0.11
H13 2.676 -2.286 6.903  0.38
H14 1.360 -2.854 -4.966  0.26
H15 1.772 1.699 1.988  0.02
H16 1.575 3.964 0.747  0.32
H17 -1.352 1.050 -1.964  0.10
H18 2.235 -2.354 0.476  0.28
H19 2.658 -1.267 1.962  0.29
H20 1.820 1.062 4.342  0.34
H21 -8.292 -0.801 -0.318  0.40
H22 2.031 -0.930 -2.666  -0.60
H23 3.388 1.764 0.982  0.39
H24 -6.974 3.209 0.507  0.39
H25 -0.788 1.980 -3.515  0.42
H26 4.397 -0.724 -3.717  0.35
H27 4.943 -1.403 7.332  0.44
H28 -6.300 -1.187 -1.727  0.45
H29 0.554 1.278 -2.361  0.03
H30 -0.907 -2.527 -3.792  0.31
H31 -8.637 1.391 0.788  0.39
H32 3.222 -2.508 -5.176  0.37
H33 0.607 -0.933 -5.669  0.40
H34 2.533 3.226 -0.796  0.24
H35 1.127 0.728 -4.947  0.30
H36 3.919 -1.321 0.443  0.36

=====

(5)
The following is a DFT calculation (the ωB97M-V functional and the def2-TZVPD basis) of a 9-piece molecular cluster, H18O9 overall in a non-equilibrium geometry.

Results
Energy above the lowest of the compared OMol25 structures with the same formula, charge and spin   305.25 kJ/mol
Strongest force on any atom   0.0309 Eh/bohr
SMILES string   O.O.O.O.O.O.O.O.O
Lowest unoccupied orbital energy   0.0 eV

Last column: Mulliken charge in e.
Positions of all 27 atoms, in Å:
O1 0.186 1.333 2.459  -0.63
O2 -1.375 -1.125 1.374  -0.61
O3 0.334 2.766 -0.692  -0.59
O4 2.907 0.756 2.118  -0.65
O5 -2.898 -0.573 -3.098  -0.63
O6 -1.150 -3.705 -0.072  -0.68
O7 1.711 0.113 -2.296  -0.60
O8 -3.686 1.330 1.813  -0.62
O9 4.244 -0.575 -1.501  -0.69
H1 -2.364 0.086 -3.590  0.31
H2 -1.059 -1.749 0.680  0.32
H3 3.885 0.140 -0.968  0.35
H4 -0.159 0.484 2.151  0.38
H5 -0.407 2.784 -1.308  0.29
H6 2.659 0.288 -2.134  0.36
H7 2.174 0.992 1.513  0.33
H8 1.723 -0.749 -2.723  0.25
H9 2.413 1.175 2.844  0.33
H10 -2.219 -1.500 1.654  0.29
H11 -3.221 0.794 1.169  0.32
H12 -1.266 -4.398 0.579  0.33
H13 -3.612 0.007 -2.785  0.32
H14 1.027 2.395 -1.264  0.31
H15 4.139 -1.446 -1.085  0.33
H16 -3.128 1.948 2.286  0.30
H17 -0.559 1.691 2.953  0.25
H18 -0.300 -3.264 -0.077  0.34

=====

(6)
The following is a DFT calculation (the ωB97M-V functional and the def2-TZVPD basis) of the molecule C6H6N2O2 in a non-equilibrium geometry.

Results
Energy above the lowest of the compared OMol25 structures with the same formula, charge and spin   662.42 kJ/mol
Strongest force on any atom   0.1541 Eh/bohr
Lowest unoccupied orbital energy   -0.1 eV

Last column: Mulliken charge in e.
Positions of all 16 atoms, in Å:
O1 -1.588 -1.970 -0.368  -0.62
O2 1.910 0.935 -0.712  -0.59
N1 -1.964 0.282 0.101  -0.08
N2 0.267 -0.565 -0.293  -0.09
C1 -1.141 -0.836 -0.146  0.27
C2 1.325 -0.900 1.042  -0.75
C3 -0.147 1.762 0.195  -0.80
C4 2.326 -0.876 0.323  -0.43
C5 0.781 0.723 -0.262  0.80
C6 -1.499 1.529 0.266  -0.13
H1 0.812 -1.379 -0.675  0.38
H2 -3.005 0.060 0.057  0.30
H3 -2.272 2.271 0.446  0.40
H4 3.117 -0.786 -0.351  0.49
H5 0.251 2.783 0.353  0.36
H6 0.527 -1.104 1.649  0.49